Here is a structure of composition C4H10N4O in a non-equilibrium geometry from the OMol25 dataset. Energies are from the ωB97M-V functional and the def2-TZVPD basis.

The geometry in ORCA input format:
```
! wB97M-V def2-TZVPD RIJCOSX def2/J DEFGRID3
* xyz 0 1
C 0.080 -1.326 -2.841
C 0.004 0.141 -0.395
C -1.338 0.357 -1.113
C -1.042 0.320 1.745
H 0.307 -1.559 -3.983
H 0.441 -2.133 -2.189
H -1.013 -1.098 -3.042
H 1.214 0.821 -3.076
H 1.886 -0.538 -0.258
H -1.804 -0.847 -1.478
H -2.266 1.090 -0.312
H -1.069 0.907 -2.157
H -2.165 0.251 1.406
H 0.858 0.115 2.210
N 1.129 -0.188 -2.508
N 1.247 0.138 -1.076
N 0.081 0.143 0.959
N -0.712 0.545 3.055
O 0.647 0.196 3.186
*
```

Values from the calculation:
Highest occupied orbital energy in eV: -8.07
Max |F| in eV/A: 5.71
Relative energy (zero: lowest compared OMol25 entry of this formula, charge and spin) in kJ/mol: 876.3
Frontier orbital gap in eV: 7.977
DFT total energy in eV: -12309.4526

Just the natural (NBO) charges please, in e? Sure, here they are:
1 C -0.46
2 C 0.46
3 C -0.74
4 C 0.08
5 H 0.22
6 H 0.23
7 H 0.21
8 H 0.40
9 H 0.41
10 H 0.26
11 H 0.27
12 H 0.25
13 H 0.20
14 H 0.46
15 N -0.51
16 N -0.45
17 N -0.62
18 N -0.09
19 O -0.57